168
Properties=species:S:1:pos:R:3:forces:R:3:lowdin_charge:R:1 method="wB97M-V/def2-TZVPD" homo_lumo_gap_ev=0.7223 lumo_energy_ev=-11.1 charge=+6 energy_ev=-145777.1231
C 0.2920 -1.7876 -6.4751 -0.47 -0.09 0.27 -0.035
C 1.6927 -1.6731 -6.9600 2.15 -1.71 0.02 -0.315
C 2.1941 -0.5180 -7.8440 -1.37 0.65 0.50 -0.208
O 3.5750 -0.3851 -7.7823 0.24 0.03 1.37 -0.215
C 4.1619 0.6357 -8.5910 0.66 0.61 1.27 -0.061
N 2.5652 -1.6652 -5.7177 3.21 1.73 -1.07 0.195
H 2.7529 -0.6446 -5.5316 0.03 -0.91 0.20 0.146
H 2.3119 -2.0649 -4.8293 -1.18 -0.56 0.52 0.061
H 3.5207 -2.0750 -5.9142 -1.19 0.80 0.01 0.193
H 0.2328 -1.3542 -5.4539 -0.65 0.43 -1.00 0.094
H 0.0714 -2.8489 -6.3088 -0.04 0.18 -0.18 0.080
H -0.3578 -1.4160 -7.2698 -0.44 0.26 0.63 0.102
H 1.9632 -2.5848 -7.4825 0.10 -0.31 -0.02 0.146
H 1.5776 0.3158 -7.4575 0.75 0.63 -0.34 0.135
H 1.9777 -0.6650 -8.8869 -0.93 -0.34 -0.50 0.131
H 3.8258 1.6885 -8.3447 0.19 -1.22 0.03 0.111
H 3.9077 0.4200 -9.6058 0.18 0.00 -0.93 0.076
H 5.2586 0.5340 -8.3644 -1.11 0.28 -0.62 0.115
C 2.6599 3.4460 7.7917 0.39 -1.26 0.02 -0.024
C 3.1421 3.0105 9.1811 0.18 -0.48 0.32 -0.242
C 3.3434 1.4902 9.5398 -0.75 1.40 -2.08 -0.205
O 4.4050 1.0584 8.7679 0.22 -0.04 -0.46 -0.201
C 4.6273 -0.3640 8.7646 -0.88 0.30 1.25 -0.017
N 4.5631 3.5502 9.2331 0.71 -1.43 1.62 0.199
H 5.1644 3.3064 8.4500 -0.38 -0.32 -0.56 0.174
H 4.6656 4.5235 9.4083 -0.20 1.18 0.15 0.157
H 4.9988 3.0405 10.0124 0.27 0.37 -0.01 0.174
H 1.6099 3.5812 7.7680 -1.08 0.32 0.15 0.070
H 2.8478 2.6744 7.0105 0.40 0.64 0.56 0.114
H 3.1528 4.3953 7.5784 -0.23 -0.08 -0.44 0.086
H 2.5692 3.4742 10.0246 0.59 -0.10 -0.82 0.167
H 2.4223 0.9535 9.4174 -0.75 -0.38 -0.88 0.132
H 3.5022 1.3318 10.5507 0.82 0.25 2.51 0.111
H 3.6308 -0.8578 8.6888 0.85 -0.03 0.59 0.114
H 5.3070 -0.6411 9.6054 -0.99 -0.09 -0.40 0.120
H 5.1181 -0.5604 7.8690 1.00 -0.42 -1.53 0.072
C -2.4001 -13.6929 -4.9405 -1.14 0.25 -0.14 0.041
C -2.5500 -12.7797 -6.0877 -0.93 2.01 -1.70 -0.339
O -2.7040 -11.5918 -6.1535 0.37 -2.23 0.45 0.173
N -2.4769 -13.4336 -7.5551 -1.08 -0.95 -0.65 0.073
H -2.1136 -14.3686 -7.6320 0.94 -0.69 0.84 0.157
H -3.4389 -13.6902 -7.8930 0.51 1.17 0.32 0.205
C -1.6929 -12.5955 -8.5351 -2.95 1.93 0.29 0.024
H -3.3453 -14.2340 -4.6586 0.84 0.26 -0.72 0.140
H -2.2686 -12.9608 -4.1581 0.67 -0.31 0.69 0.104
H -1.5777 -14.3621 -5.1697 0.12 -0.21 0.60 0.108
H -1.3907 -13.1523 -9.3805 0.40 -0.73 -0.64 0.098
H -0.9337 -12.1605 -7.9557 1.40 0.39 0.33 0.084
H -2.3716 -11.7468 -8.8523 0.86 -1.05 0.24 0.133
C 3.5286 -5.8628 -0.5893 0.64 -0.67 2.33 0.023
C 4.9181 -5.6914 -1.1549 0.11 0.13 -0.32 -0.343
O 5.3621 -6.1015 -2.1808 -0.21 0.22 1.15 0.161
N 5.7529 -4.5620 -0.4272 0.36 0.51 -1.83 0.068
H 5.3194 -3.7081 -0.8609 0.38 -0.49 0.57 0.121
H 5.6293 -4.3903 0.5971 -0.28 -0.70 0.08 0.091
C 7.2455 -4.5682 -0.8284 -1.70 -0.68 0.08 0.040
H 3.5500 -5.5233 0.4893 -0.30 0.27 -1.40 0.078
H 3.1692 -6.9154 -0.4301 0.65 0.82 -0.99 0.119
H 2.8877 -5.2712 -1.2337 -0.39 0.03 0.17 0.070
H 7.6722 -5.4593 -0.3245 0.14 0.87 -0.52 0.121
H 7.6177 -3.6048 -0.5438 0.51 0.20 0.65 0.092
H 7.2701 -4.5776 -1.9213 0.14 -0.55 0.29 0.093
C -5.4399 -10.4489 8.1302 1.09 -0.06 -0.17 0.041
C -4.7845 -9.0971 8.3195 -0.29 -1.80 -1.29 -0.361
O -4.2980 -8.5509 9.2165 0.15 0.55 0.78 0.233
N -4.6505 -8.3943 6.8867 0.42 0.66 1.99 0.082
H -4.1140 -8.9313 6.2311 -0.02 -0.89 -0.43 0.168
H -5.6382 -8.3594 6.6334 0.21 0.47 -0.72 0.175
C -3.9743 -7.0727 7.0120 -1.01 0.84 -0.67 -0.001
H -6.0085 -10.5481 7.1839 0.43 0.09 0.58 0.102
H -6.0633 -10.6959 8.9750 -0.15 -0.04 0.29 0.104
H -4.5539 -11.1526 8.1387 -1.00 0.46 -0.13 0.140
H -4.4658 -6.4450 7.7543 -0.20 -0.12 -0.31 0.114
H -4.0172 -6.6878 6.0099 -0.31 0.80 -0.29 0.097
H -2.9314 -7.0600 7.2383 0.65 -1.06 0.50 0.106
C -4.7974 -1.3443 0.7537 1.80 -0.92 -0.50 -0.045
O -3.8188 -1.7237 -0.2939 -0.02 -0.50 0.53 -0.240
C -2.7980 -2.6708 0.0809 0.52 2.88 1.40 -0.226
C -2.9413 -4.0136 -0.4719 -3.27 1.09 -0.70 -0.111
N -2.8381 -4.0489 -1.9574 1.05 0.31 0.30 0.075
H -2.9093 -3.1096 -2.3695 -0.32 0.06 0.22 0.174
H -1.8559 -4.3290 -2.1473 -0.04 0.10 -0.28 0.123
C -3.7434 -4.9828 -2.6182 0.07 -1.05 -0.18 -0.110
C -3.3228 -5.2444 -4.0329 -0.29 -0.39 -0.81 -0.224
O -1.9314 -5.2394 -4.1412 0.54 -0.38 0.65 -0.200
C -1.3862 -5.8460 -5.3067 0.25 -0.79 0.90 -0.063
H -5.4909 -2.1993 0.8440 0.09 0.64 0.44 0.088
H -5.2695 -0.4615 0.3521 -0.33 0.06 -0.04 0.082
H -4.2549 -1.0640 1.7082 -0.68 -0.54 -0.95 0.102
H -2.7686 -2.7276 1.1679 -0.12 -0.38 0.25 0.129
H -1.8403 -2.2147 -0.1373 0.31 0.17 -0.51 0.122
H -3.9614 -4.2248 -0.1424 -0.22 -0.70 -0.71 0.144
H -2.3359 -4.7247 -0.0466 1.80 -1.53 0.78 0.118
H -4.7607 -4.6100 -2.6182 -0.12 0.06 0.31 0.146
H -3.6676 -5.9514 -2.1230 -0.13 0.28 0.56 0.144
H -3.7019 -4.4733 -4.6640 -0.56 0.64 -0.77 0.121
H -3.8138 -6.2018 -4.3109 0.45 0.34 -0.14 0.147
H -1.5991 -6.9251 -5.3133 0.09 0.06 0.19 0.090
H -0.2883 -5.7137 -5.2479 -0.76 0.16 -0.31 0.106
H -1.8664 -5.4668 -6.1838 0.09 0.66 -0.76 0.084
C -0.8431 12.4828 12.5627 3.46 1.66 -2.68 0.065
O -0.5768 11.0147 12.3244 -1.88 1.55 -2.19 -0.022
C -0.5736 10.3527 13.3415 1.69 -1.81 3.22 0.122
C -5.1762 12.5215 6.0308 -0.52 -1.70 -0.19 0.174
N -3.9091 12.3253 5.8874 -2.69 -0.89 -1.50 0.192
H -3.6852 11.7195 5.0325 0.85 1.22 1.94 0.204
H -3.3823 12.6816 6.6859 1.03 -0.29 -0.91 0.145
C 7.7267 11.8360 -3.7890 1.13 -2.98 -0.04 -0.075
C 7.7732 11.0294 -4.8874 -2.44 4.93 0.76 -0.061
O -2.3161 12.2754 9.8112 -0.19 0.10 -0.59 -0.024
C -1.3993 12.7153 9.1650 1.19 -0.27 1.05 -0.145
H -0.0495 13.0101 11.8632 -2.20 -1.00 0.74 0.148
H -0.4302 12.8592 13.4950 -0.88 -0.66 0.73 0.108
H -1.8898 12.5642 12.2645 0.36 0.42 0.42 0.107
H 0.0908 10.7891 14.1256 -1.17 -0.64 0.42 0.150
H -1.0620 9.3549 13.4197 0.62 0.56 -0.34 0.153
H -5.9949 11.9879 5.4420 1.48 1.08 0.23 0.165
H -5.4835 13.0346 6.9123 -0.34 0.67 0.43 0.115
H 8.0678 11.3468 -2.8783 0.54 0.40 0.12 0.031
H 7.4437 12.8584 -3.6185 -0.74 0.11 -0.74 0.038
H 8.3090 10.1515 -4.9967 0.53 -1.76 0.16 0.018
H 7.1744 11.4713 -5.7061 0.98 -0.69 -0.27 0.049
H -4.8787 -0.9197 -3.7999 0.41 0.42 -0.17 -0.172
H -1.1187 13.7867 9.1959 -0.36 -0.02 -0.35 0.099
H -0.6349 12.0333 8.7117 -0.54 0.25 -0.25 0.097
C -0.2053 8.0875 -5.9112 -4.40 -3.10 0.85 0.038
O -1.7530 8.6546 -6.2060 3.06 1.05 2.11 -0.234
C -1.8012 10.0405 -5.6115 3.01 -2.62 -1.16 -0.235
C -3.1353 10.6050 -5.7220 -3.37 1.14 0.23 -0.066
N -4.2379 9.5724 -5.2240 -0.63 0.48 2.37 0.057
H -3.8848 8.8307 -4.5768 0.36 -0.24 -1.64 0.194
H -4.7607 10.0583 -4.4679 0.76 0.40 -0.50 0.166
C -5.4980 9.2727 -6.0291 0.62 3.03 -2.46 -0.105
C -5.4853 8.2905 -7.1284 0.11 -3.06 0.77 -0.058
O -5.6395 6.9067 -6.3797 -0.28 2.38 -0.82 -0.120
C -4.7278 6.0892 -6.4276 -0.47 -4.39 2.59 -0.021
H 0.1551 8.1137 -4.8475 -1.85 -0.84 0.06 0.081
H 0.4954 8.8017 -6.1255 1.56 1.60 -2.91 0.027
H -0.3238 6.9573 -6.3302 0.93 3.30 0.77 0.150
H -1.0260 10.6113 -6.1397 -0.67 0.45 -0.36 0.138
H -1.3212 9.9838 -4.6392 -0.80 -0.03 0.76 0.117
H -3.4709 10.8935 -6.7456 0.53 -0.57 0.58 0.148
H -3.3919 11.5260 -5.0832 1.05 -1.30 -0.87 0.165
H -5.6655 10.2856 -6.5144 -0.07 -0.92 0.62 0.162
H -6.2657 9.1731 -5.3024 -0.85 -0.69 0.36 0.132
H -4.6056 8.0588 -7.6811 1.25 0.87 -0.19 0.111
H -6.2658 8.1318 -7.8524 -0.89 1.31 0.16 0.140
H 2.2359 2.2747 -4.4153 -0.16 -0.23 -0.12 -0.300
H -3.3172 2.0013 -4.9630 -0.18 -0.59 0.25 -0.074
H -3.7696 6.1188 -6.8770 1.02 1.75 -1.51 0.005
N 1.9822 -2.6688 -1.2568 0.70 1.61 0.82 -0.296
S 3.2542 -1.6767 -1.4235 -2.14 1.72 -5.75 0.571
O 3.5727 -1.3886 -2.8645 -0.94 -0.63 3.85 -0.331
O 4.2829 -2.1233 -0.6005 1.70 -0.81 1.65 -0.254
F 2.7913 -0.2782 -0.8026 0.11 -1.41 -0.50 -0.155
S 0.8472 -2.9093 -2.2826 -0.61 -1.09 1.16 0.511
O 0.0696 -4.0217 -1.7395 0.20 1.30 -0.86 -0.307
O 1.2977 -2.9682 -3.6261 -0.21 -0.35 -1.04 -0.300
F -0.1950 -1.6830 -2.3251 0.75 -0.59 0.50 -0.176
N 4.4691 -5.8660 4.2799 -0.92 1.55 -0.11 -0.309
S 5.1176 -5.7991 2.8276 3.10 0.46 1.43 0.612
O 5.1397 -4.3912 2.2965 -0.88 -3.08 -0.20 -0.359
O 4.8597 -7.0827 2.2215 -1.63 1.62 -0.99 -0.298
F 6.7781 -6.0642 2.7974 -1.38 1.02 0.83 -0.239
S 4.7487 -4.6237 5.3594 4.57 -0.37 -0.77 0.668
O 6.2359 -4.4631 5.1563 -4.11 0.67 1.81 -0.346
O 4.0678 -4.8820 6.6115 0.89 0.20 -1.80 -0.304
F 4.1542 -3.0968 5.0047 0.27 -1.93 -0.33 -0.255

8
Properties=species:S:1:pos:R:3:forces:R:3:lowdin_charge:R:1 method="wB97M-V/def2-TZVPD" homo_lumo_gap_ev="4.5245 / 4.5251" lumo_energy_ev="-7.7 / -7.7" de_lowest_kcal_mol=45.8 charge=+1 energy_ev=-34668.0575
C 1.8794 -0.2257 -0.1492 1.16 0.01 -0.28 -0.460
P 0.2873 0.4737 -0.6494 0.35 0.25 0.16 0.516
I -5.5898 -1.4604 0.5579 0.27 0.11 -0.03 0.115
I -3.3913 -0.1539 -0.2012 -0.12 -0.06 0.01 -0.036
I 0.2697 2.5848 0.3738 -0.02 -0.63 -0.26 0.653
H 1.6192 -0.7950 0.7671 -0.01 -0.08 -0.17 0.060
H 2.6039 0.5775 0.2122 -0.72 -1.20 -0.75 0.052
H 2.3216 -1.0010 -0.9110 -0.91 1.60 1.32 0.102

100
Properties=species:S:1:pos:R:3:forces:R:3:lowdin_charge:R:1 method="wB97M-V/def2-TZVPD" homo_lumo_gap_ev=7.4523 lumo_energy_ev=-1.7 energy_ev=-73212.7449
C -3.2975 -0.5931 3.3031 -0.22 -0.90 0.02 -0.019
C -2.9671 -1.8942 3.5180 -0.04 0.87 -0.16 -0.175
C -1.4870 -2.4333 3.7123 -0.74 0.82 -0.25 -0.134
C -0.4839 -1.6098 2.8361 1.33 0.69 0.17 -0.138
C 0.7054 -0.9850 3.3969 -1.04 -0.13 -1.81 0.074
C 1.6359 -0.1573 2.5354 -1.90 -0.70 -2.35 -0.182
F 2.7455 0.4412 3.0430 -1.82 -1.09 -0.27 0.068
C 1.3276 0.0057 1.1276 -0.09 -0.52 0.00 -0.098
P 2.3845 1.0588 -0.0209 0.63 2.16 0.55 0.584
O 3.6666 1.4796 0.5993 -1.26 -0.84 -0.80 -0.291
O 1.4727 2.4553 -0.2607 0.20 -2.81 -0.12 -0.155
O 2.5366 0.3797 -1.5360 -0.76 0.05 2.42 -0.157
C 0.1226 -0.6545 0.4730 0.95 0.24 2.08 -0.325
N -0.1960 -0.5488 -0.8704 -1.16 -1.67 3.53 -0.246
S -1.5741 -1.4850 -0.9468 0.24 0.01 1.16 0.992
N -1.8281 -2.0065 0.6144 2.54 1.57 -0.09 -0.208
C -0.7866 -1.4772 1.3714 0.62 0.83 -1.89 -0.254
H -4.3469 -0.3493 2.9759 1.18 -0.17 0.73 0.069
H -2.5839 0.2614 3.3971 -0.52 -0.94 -0.36 0.073
H -3.8170 -2.6349 3.5329 1.25 0.65 -0.22 0.105
H -1.4985 -3.5115 3.3809 0.26 1.08 0.48 0.113
H -1.2120 -2.3384 4.7997 -0.05 -0.39 -1.14 0.119
H 0.9397 -1.1132 4.4842 -0.27 0.12 -1.21 0.127
H 0.5629 2.1509 -0.4735 0.49 0.51 -0.05 0.064
H 2.3503 -0.5753 -1.4420 0.08 0.41 -0.37 0.073
C -8.4964 -1.5149 -0.3353 0.12 -0.21 -0.06 -0.079
C -7.6206 -0.3190 -0.6659 -0.08 -0.03 -0.01 -0.275
O -6.2833 -0.4511 -0.2042 0.11 0.14 0.17 -0.164
C -5.5361 -1.5351 -0.7333 0.05 0.03 -0.06 -0.283
C -5.3602 -1.4706 -2.2400 -0.24 0.02 -0.14 -0.083
H -8.4520 -1.7417 0.7324 -0.04 0.08 -0.03 0.081
H -9.5334 -1.3160 -0.6122 0.05 0.02 0.01 0.076
H -8.1737 -2.4094 -0.8729 -0.08 0.03 -0.03 0.067
H -8.0309 0.5630 -0.1685 0.23 0.00 0.04 0.118
H -7.6344 -0.1045 -1.7400 -0.04 -0.09 -0.04 0.100
H -5.9802 -2.4893 -0.4287 -0.02 -0.02 -0.08 0.110
H -4.5507 -1.4880 -0.2628 -0.16 0.13 0.16 0.081
H -6.3128 -1.5962 -2.7600 0.06 -0.05 -0.03 0.068
H -4.6874 -2.2611 -2.5802 -0.01 0.03 0.03 0.072
H -4.9500 -0.5031 -2.5398 0.05 -0.05 0.06 0.079
C -6.6873 1.8899 -5.1605 -0.15 0.19 0.07 -0.078
C -7.4987 0.7164 -5.6798 0.07 0.03 0.05 -0.279
O -8.5466 0.3211 -4.8055 0.04 -0.22 0.10 -0.173
C -9.5465 1.2919 -4.5377 -0.07 0.04 -0.06 -0.285
C -10.3020 1.7416 -5.7763 0.15 0.06 -0.17 -0.081
H -6.3245 1.6898 -4.1495 0.03 -0.05 -0.07 0.075
H -5.8324 2.0816 -5.8117 -0.03 -0.04 0.02 0.078
H -7.2854 2.8030 -5.1182 0.07 0.00 -0.05 0.067
H -6.8385 -0.1485 -5.7786 -0.20 -0.08 0.10 0.116
H -7.8937 0.9214 -6.6803 0.00 0.08 0.00 0.107
H -9.1146 2.1479 -4.0072 -0.01 0.05 -0.06 0.107
H -10.2523 0.8240 -3.8480 0.18 -0.14 0.00 0.116
H -9.6546 2.2901 -6.4640 -0.06 0.05 0.04 0.066
H -11.1286 2.3993 -5.5005 0.03 -0.04 0.01 0.077
H -10.7000 0.8810 -6.3185 -0.03 0.02 0.09 0.083
C 8.3499 -0.3582 -2.7877 -0.14 -0.05 0.19 -0.085
C 7.8828 0.7809 -3.6773 0.03 -0.02 0.00 -0.283
O 6.5338 0.6573 -4.0961 0.00 -0.10 -0.24 -0.163
C 5.5550 0.6461 -3.0664 -0.08 0.17 0.08 -0.281
C 5.5303 1.9167 -2.2369 0.15 0.07 0.06 -0.071
H 8.1563 -1.3228 -3.2630 0.06 0.06 -0.04 0.079
H 9.4197 -0.2711 -2.5869 -0.04 0.01 -0.03 0.075
H 7.8293 -0.3566 -1.8274 0.08 0.03 0.00 0.065
H 8.4856 0.7851 -4.5887 -0.19 0.02 -0.05 0.116
H 8.0445 1.7498 -3.1934 0.01 -0.03 0.10 0.108
H 5.6824 -0.2366 -2.4290 0.03 0.03 0.07 0.106
H 4.5897 0.5327 -3.5641 0.14 -0.04 -0.14 0.110
H 6.4466 2.0334 -1.6535 -0.08 0.01 0.06 0.069
H 4.6916 1.8988 -1.5390 0.19 0.00 -0.06 0.034
H 5.4387 2.7955 -2.8800 -0.03 -0.07 -0.03 0.089
C 0.7556 -5.9999 3.8674 0.02 -0.13 0.19 -0.076
C 1.6070 -4.7586 4.0713 -0.07 -0.05 -0.05 -0.278
O 1.3245 -4.0698 5.2811 -0.11 0.26 -0.07 -0.181
C 1.5395 -4.7931 6.4837 0.10 -0.04 0.10 -0.277
C 2.9811 -5.2287 6.6804 0.08 -0.10 -0.21 -0.079
H -0.3059 -5.7595 3.9633 0.05 0.03 -0.06 0.073
H 0.9339 -6.4260 2.8784 -0.01 0.04 0.03 0.080
H 0.9841 -6.7695 4.6080 0.01 -0.02 -0.08 0.069
H 1.3988 -4.0537 3.2624 0.01 0.13 0.18 0.105
H 2.6736 -4.9972 4.0087 0.00 -0.07 0.01 0.110
H 0.8585 -5.6493 6.5407 0.05 -0.04 -0.02 0.108
H 1.2618 -4.1210 7.2984 -0.07 0.09 -0.18 0.118
H 3.2824 -5.9674 5.9343 0.00 -0.03 0.08 0.067
H 3.1119 -5.6784 7.6664 -0.02 0.04 -0.04 0.078
H 3.6575 -4.3761 6.5875 -0.07 -0.01 0.07 0.083
C 5.6389 4.1994 1.3936 -0.05 0.28 -0.03 -0.079
C 7.1428 4.0666 1.2334 -0.16 -0.06 0.04 -0.278
O 7.6613 4.7752 0.1170 0.15 -0.07 -0.16 -0.167
C 7.4749 6.1802 0.1233 0.03 0.02 0.02 -0.285
C 8.1423 6.8764 1.2972 -0.06 -0.09 0.21 -0.085
H 5.1272 3.9309 0.4674 0.03 -0.13 0.10 0.071
H 5.2820 3.5498 2.1946 0.00 -0.03 -0.10 0.077
H 5.3506 5.2243 1.6415 0.02 -0.03 0.07 0.066
H 7.3864 3.0149 1.0664 0.09 0.11 -0.15 0.116
H 7.6646 4.3648 2.1495 -0.03 0.05 0.03 0.104
H 6.4076 6.4235 0.0771 0.00 0.03 0.08 0.107
H 7.9181 6.5514 -0.8033 -0.01 -0.20 -0.02 0.116
H 7.6771 6.5984 2.2456 -0.01 0.08 -0.03 0.065
H 8.0637 7.9605 1.1923 0.01 -0.05 -0.02 0.075
H 9.1980 6.6022 1.3585 -0.03 0.04 -0.08 0.081